[1]
A 3-piece molecular cluster, C22H29IN4O4S overall at a distorted geometry. Source: the OMol25 dataset; level of theory: ωB97M-V with the def2-TZVPD basis set.

Summary:
**Spin multiplicity**: 1
**LUMO energy**: -0.1 eV
**Structure (SMILES)**: C[C@@H](I)Cc1ccc2c(c1CON=O)Sc1ccccc1N2.CN(C)C=O.CN(C)C=O
**Kohn-Sham gap**: 0.2800 Ha
**Electronic energy**: -56359.4460 eV

Last column: Mulliken charge in e.
CARTESIAN COORDINATES (ANGSTROEM)
I1 4.94 -0.02 1.81  0.06
S1 -3.24 0.29 -0.77  -0.16
O1 -1.42 -2.34 -0.51  0.02
O2 5.65 4.51 0.89  -0.56
O3 -3.12 -2.84 0.61  -0.33
O4 -2.14 -4.69 -5.01  -0.60
N1 7.54 3.52 0.05  0.16
N2 -1.96 -2.55 0.71  0.16
N3 -2.43 -5.50 -2.88  0.14
N4 -3.55 2.66 1.64  -0.16
C1 -2.64 -6.86 -3.34  -0.98
C2 -2.36 1.80 1.60  0.13
C3 -0.36 -1.30 -0.44  -0.73
C4 -6.12 2.67 1.51  -0.52
C5 -7.47 2.18 0.89  -0.42
C6 -6.16 0.51 -0.72  -0.51
C7 7.16 2.20 0.52  -0.84
C8 1.81 -0.55 1.82  -1.13
C9 -0.69 -0.14 0.61  0.06
C10 0.38 0.17 1.68  0.29
C11 6.71 4.57 0.30  0.06
C12 -4.74 2.09 1.02  0.19
C13 -1.26 2.08 2.70  -0.64
C14 8.79 3.67 -0.67  -0.91
C15 -2.47 -5.22 -1.46  -0.27
C16 -2.19 -4.52 -3.81  0.06
C17 -7.51 1.08 -0.23  -0.43
C18 -2.03 0.70 0.58  0.75
C19 0.06 1.28 2.75  -0.61
C20 -4.82 1.02 -0.09  0.52
C21 2.93 0.20 0.92  -0.21
C22 2.67 1.78 0.72  -0.96
H1 3.53 2.17 0.05  0.36
H2 7.04 2.23 1.61  0.30
H3 -3.45 -5.49 -1.07  0.36
H4 8.76 3.04 -1.56  0.32
H5 6.20 1.92 0.08  0.13
H6 -2.82 -7.52 -2.49  0.39
H7 2.74 2.32 1.72  0.31
H8 -6.20 3.48 2.31  0.31
H9 0.84 1.54 3.54  0.30
H10 -1.76 -7.20 -3.89  0.29
H11 -2.29 -4.16 -1.27  -0.25
H12 9.61 3.35 -0.02  0.32
H13 -3.51 -6.88 -4.00  0.29
H14 -1.70 -5.81 -0.96  0.36
H15 1.81 -1.65 1.53  0.34
H16 -8.47 0.68 -0.70  0.32
H17 2.89 -0.29 -0.12  0.33
H18 7.91 1.46 0.25  0.37
H19 -1.42 2.88 3.49  0.32
H20 -3.36 3.63 1.36  0.30
H21 8.95 4.71 -0.96  0.30
H22 0.61 -1.86 -0.17  0.18
H23 1.70 2.03 0.16  0.24
H24 -6.08 -0.29 -1.53  0.28
H25 -8.49 2.60 1.20  0.28
H26 -2.04 -3.53 -3.36  0.29
H27 2.13 -0.49 2.93  0.49
H28 7.09 5.52 -0.10  0.27
H29 -0.20 -0.86 -1.47  0.23

[2]
One molecule with the formula C2H5NS2 at a distorted geometry. Source: the OMol25 dataset; level of theory: ωB97M-V with the def2-TZVPD basis set.

Summary:
**Spin multiplicity**: 1
**LUMO energy**: 0.7 eV
**Relative energy (zero: lowest compared OMol25 entry of this formula, charge and spin)**: 38.8 kcal/mol
**Structure (SMILES)**: S/C=N/CS
**Kohn-Sham gap**: 0.3648 Ha
**Electronic energy**: -25314.1424 eV

Last column: Mulliken charge in e.
CARTESIAN COORDINATES (ANGSTROEM)
S1 2.82 -0.22 0.15  -0.22
S2 -2.09 -0.54 0.27  -0.22
N1 0.37 0.78 -0.02  -0.36
C1 -1.04 0.86 0.05  -0.44
C2 1.00 -0.30 -0.10  0.11
H1 -1.34 1.52 -0.83  0.30
H2 3.04 -1.38 0.71  0.12
H3 0.39 -1.36 -0.05  0.23
H4 -1.11 1.61 0.90  0.31
H5 -2.05 -0.97 -1.08  0.16

[3]
C5H10N4 as an isolated structure at a distorted geometry. Source: the OMol25 dataset; level of theory: ωB97M-V with the def2-TZVPD basis set.

Summary:
**Spin multiplicity**: 1
**LUMO energy**: 0.2 eV
**Relative energy (zero: lowest compared OMol25 entry of this formula, charge and spin)**: 160.8 kcal/mol
**Kohn-Sham gap**: 0.3143 Ha
**Electronic energy**: -11300.9056 eV

Last column: Mulliken charge in e.
CARTESIAN COORDINATES (ANGSTROEM)
N1 0.61 -1.66 2.26  -0.60
N2 0.12 0.01 -1.60  -0.31
N3 0.35 -1.27 1.05  0.11
N4 -0.88 0.68 -2.48  -0.51
C1 -0.39 2.11 -0.50  -0.37
C2 0.08 0.67 -0.24  0.41
C3 0.81 -3.09 2.35  -0.57
C4 -0.85 2.25 -2.03  -0.40
C5 0.16 0.08 0.99  -0.61
H1 0.35 0.66 1.87  0.44
H2 0.39 2.89 -0.11  0.28
H3 -0.14 2.68 -2.75  0.28
H4 -1.83 2.81 -1.97  0.26
H5 -0.25 -0.82 -1.34  0.34
H6 -0.09 -3.56 2.86  0.25
H7 1.43 -3.78 1.42  0.24
H8 -0.27 0.79 -3.29  0.29
H9 -1.38 1.80 0.37  0.25
H10 1.78 -3.25 3.13  0.22

[4]
A 2-piece molecular cluster, C3HN4 overall at a distorted geometry. Source: the OMol25 dataset; level of theory: ωB97M-V with the def2-TZVPD basis set.

Summary:
**Spin multiplicity**: 1
**LUMO energy (spin up / spin down)**: -8.8 / -8.9 eV
**Relative energy (zero: lowest compared OMol25 entry of this formula, charge and spin)**: 115.6 kcal/mol
**Kohn-Sham gap (spin up / spin down)**: 0.2728 / 0.2560 Ha
**Electronic energy**: -9069.2082 eV
**Charge**: +1

Last column: Mulliken charge in e.
CARTESIAN COORDINATES (ANGSTROEM)
N1 0.38 1.03 -0.19  -0.43
N2 -2.18 -0.42 1.49  -0.14
N3 2.48 -1.71 -1.95  0.02
N4 -0.60 1.24 0.47  0.33
C1 -1.45 0.33 1.04  0.39
C2 0.61 -1.27 -0.34  0.22
C3 1.65 -1.43 -1.18  0.26
H1 -0.89 2.23 0.66  0.36

[5]
C2H5N5 as an isolated structure at a distorted geometry. Source: the OMol25 dataset; level of theory: ωB97M-V with the def2-TZVPD basis set.

Summary:
**Spin multiplicity**: 1
**LUMO energy**: 0.2 eV
**Relative energy (zero: lowest compared OMol25 entry of this formula, charge and spin)**: 100.7 kcal/mol
**Kohn-Sham gap**: 0.3154 Ha
**Electronic energy**: -9601.6532 eV

Last column: Mulliken charge in e.
CARTESIAN COORDINATES (ANGSTROEM)
N1 0.01 -1.21 -0.76  -0.20
N2 -0.92 -0.93 0.26  -0.33
N3 0.50 0.74 0.10  -0.45
N4 -1.08 1.20 1.51  -0.67
N5 1.94 -0.42 -1.52  -0.70
C1 -0.56 0.37 0.53  0.42
C2 0.94 -0.22 -0.74  0.38
H1 -0.91 0.57 2.64  0.35
H2 -0.53 2.26 1.40  0.37
H3 2.74 0.28 -1.50  0.24
H4 -0.34 -1.74 -1.57  0.29
H5 -1.79 -0.89 -0.36  0.30

[6]
One molecule with the formula C7H11N3O at a distorted geometry. Source: the OMol25 dataset; level of theory: ωB97M-V with the def2-TZVPD basis set.

Summary:
**Spin multiplicity**: 1
**LUMO energy**: 0.8 eV
**Relative energy (zero: lowest compared OMol25 entry of this formula, charge and spin)**: 54.2 kcal/mol
**Structure (SMILES)**: Cn1c(N)c(C2CC2)[nH]c1=O
**Kohn-Sham gap**: 0.2884 Ha
**Electronic energy**: -13953.2212 eV

Last column: Mulliken charge in e.
CARTESIAN COORDINATES (ANGSTROEM)
O1 -2.18 2.14 -0.18  -0.62
N1 -0.12 1.33 0.43  -0.09
N2 -0.53 -2.25 -0.01  -0.62
N3 -1.73 -0.10 0.01  0.10
C1 -3.11 -0.57 0.08  -1.05
C2 -1.47 1.25 0.11  0.34
C3 1.97 -0.21 0.13  -0.29
C4 2.59 0.79 -0.85  -0.61
C5 0.54 0.04 0.34  0.24
C6 -0.54 -0.89 0.13  0.10
C7 2.92 0.81 0.59  -0.62
H1 -3.25 -1.43 0.82  0.31
H2 2.06 -1.33 0.09  0.43
H3 2.65 1.84 0.92  0.18
H4 -3.64 0.23 0.31  0.43
H5 -1.41 -2.63 0.25  0.32
H6 1.82 1.53 -1.04  0.21
H7 -3.43 -1.08 -0.94  0.24
H8 0.30 2.19 0.54  0.13
H9 3.89 0.46 0.94  0.31
H10 3.15 0.43 -1.68  0.30
H11 -0.48 -2.54 -1.00  0.27